(1)
The following is a quantum chemistry calculation of a structure of composition C42H105ClF2FeO28P7 at a distorted geometry, from the OMol25 dataset.

Geometry as ORCA input:
```
! wB97M-V def2-TZVPD RIJCOSX def2/J DEFGRID3
* xyz 0 6
Fe 2.00905 -1.01650 2.46106
F 2.07429 0.80157 3.22538
F 3.17395 -1.75383 3.82823
Cl 0.48050 -0.48202 0.76614
C -1.54412 -6.09332 3.71125
C -0.22123 -5.87850 3.05940
O 0.10094 -4.52568 2.60874
P 1.45374 -4.40147 1.72608
O 1.93408 -2.96638 1.77318
O 2.56308 -5.41059 2.46230
C 3.93716 -4.93505 2.64781
C 4.89296 -5.81544 1.93412
O 1.17710 -4.96024 0.24040
C 1.75025 -4.25133 -0.88740
C 2.90057 -5.09597 -1.52599
H -1.60892 -7.16755 3.88430
H -1.49087 -5.53538 4.64611
H -2.42365 -5.68336 3.21480
H 0.51623 -6.13875 3.81869
H 0.03971 -6.41966 2.14992
H 4.03444 -3.96071 2.16895
H 4.09965 -4.73813 3.70749
H 4.88599 -6.86485 2.22872
H 4.93642 -5.64805 0.85793
H 5.84192 -5.53279 2.38983
H 0.94230 -4.12551 -1.60817
H 2.07530 -3.21743 -0.77118
H 2.99347 -4.62694 -2.50552
H 3.84668 -5.21211 -0.99734
H 2.39965 -6.00777 -1.85127
C -0.64243 -5.82023 -6.13499
C -0.75518 -4.39558 -5.67837
O -0.24933 -3.50832 -6.68026
P 0.61669 -2.23964 -6.04747
O 1.79646 -2.57860 -5.17809
O 0.99349 -1.36591 -7.41898
C 1.97339 -0.33480 -7.44516
C 2.30143 -0.29799 -8.96735
O -0.45147 -1.24163 -5.30285
C -0.03434 -0.19609 -4.44454
C 0.04592 -0.67079 -3.01870
H 0.42016 -6.06127 -6.16499
H -1.20683 -6.45642 -5.45322
H -1.04653 -6.05204 -7.12042
H -1.83879 -4.31453 -5.59281
H -0.55696 -4.07021 -4.65713
H 1.69643 0.67274 -7.13492
H 2.78593 -0.56364 -6.75558
H 2.76184 -1.20294 -9.36381
H 1.36232 -0.13099 -9.49488
H 3.01852 0.45048 -9.30448
H 0.91745 0.23923 -4.74899
H -0.82596 0.55225 -4.48231
H 0.65103 -1.56964 -2.90037
H 0.28687 0.21964 -2.43802
H -0.97465 -0.92029 -2.72838
C -2.93870 -2.96815 -1.76337
C -4.44264 -2.86160 -1.86402
O -4.77891 -3.04765 -3.21187
P -5.99055 -3.99892 -3.72107
O -6.07513 -4.07451 -5.20061
O -7.32730 -3.56358 -2.88400
C -7.97211 -2.40595 -3.10368
C -7.95632 -1.43416 -1.82194
O -5.55505 -5.38925 -3.04736
C -4.25115 -5.94682 -3.25974
C -4.53298 -7.37263 -3.56323
H -2.66956 -3.99410 -2.01456
H -2.49672 -2.32600 -2.52521
H -2.43425 -2.47989 -0.92956
H -5.05960 -3.42859 -1.16689
H -4.74240 -1.87050 -1.52348
H -7.48802 -1.93756 -3.96063
H -8.92514 -2.84787 -3.39442
H -6.97493 -1.02552 -1.58116
H -8.43423 -0.47411 -2.01689
H -8.48523 -1.81560 -0.94852
H -3.81369 -5.43413 -4.11641
H -3.74116 -5.91973 -2.29679
H -4.78666 -7.56590 -4.60553
H -3.73864 -8.07989 -3.32469
H -5.42235 -7.67642 -3.01111
C 1.32027 4.16729 -1.85600
C 1.17056 5.28953 -0.75950
O 2.27213 6.15743 -0.83532
P 2.17819 7.70789 -0.49127
O 1.37065 8.48833 -1.52002
O 1.57281 7.75551 0.99032
C 0.28090 7.85959 1.39755
C -0.11089 9.27342 2.06092
O 3.71393 8.34347 -0.35940
C 3.98298 9.43867 0.36770
C 4.26665 9.42465 1.94756
H 1.34915 4.75759 -2.77187
H 2.25302 3.61111 -1.76255
H 0.47221 3.48428 -1.90500
H 0.21802 5.78500 -0.94734
H 1.35046 4.95582 0.26245
H -0.51503 7.70422 0.66924
H 0.28043 7.06866 2.14758
H -0.59977 9.02867 3.00389
H 0.79002 9.88630 2.08972
H -0.67374 9.82784 1.30997
H 4.92919 9.70389 -0.10395
H 3.30810 10.22290 0.02475
H 4.83278 10.28885 2.29504
H 3.37817 9.23666 2.55035
H 4.88307 8.57887 2.25216
C -3.40888 1.28953 0.09426
C -3.27584 2.72459 -0.14134
O -3.43404 3.48887 1.07600
P -2.61004 4.89021 1.55924
O -2.66305 5.22521 2.99097
O -1.17042 4.42853 0.96811
C -0.36101 3.47230 1.69098
C 0.26192 4.09884 2.90430
O -3.26836 6.02494 0.47744
C -3.73721 7.26633 0.95928
C -5.23896 7.40740 1.13875
H -3.48501 0.73580 -0.84152
H -2.47665 0.88070 0.48399
H -4.33924 1.08177 0.62280
H -2.53771 2.96489 -0.90653
H -4.16252 3.13260 -0.62656
H -0.91283 2.60736 2.05906
H 0.38219 3.08079 0.99637
H 0.93986 3.35034 3.31449
H 0.79068 5.04637 2.80088
H -0.45706 4.30085 3.69824
H -3.32263 7.60846 1.90752
H -3.57682 8.09763 0.27276
H -5.80981 6.56563 1.53076
H -5.60472 8.29972 1.64677
H -5.65805 7.44995 0.13344
C 3.79176 3.64836 1.99695
C 3.82796 2.52974 0.84882
O 4.88049 1.66768 0.85489
P 4.82118 0.05165 0.63896
O 3.75347 -0.71653 1.29377
O 4.86686 -0.26271 -0.94973
C 3.99576 0.47247 -1.79289
C 3.64268 -0.30142 -3.03329
O 6.36816 -0.46466 1.02613
C 6.75851 -1.81229 1.34223
C 6.47723 -2.08715 2.84453
H 4.77406 4.12051 2.01293
H 2.96832 4.33080 1.78640
H 3.51743 3.25055 2.97398
H 2.94771 1.91986 1.05206
H 3.68457 2.86491 -0.17841
H 3.08065 0.66658 -1.23344
H 4.38306 1.47822 -1.95587
H 3.34638 0.46785 -3.74642
H 4.56810 -0.55684 -3.54948
H 3.09577 -1.24221 -2.97074
H 6.24047 -2.36187 0.55630
H 7.78766 -1.99211 1.03139
H 7.39297 -1.84069 3.38191
H 5.69760 -1.41739 3.20741
H 6.41755 -3.14812 3.08719
C -2.07901 1.96516 5.73709
C -1.54498 0.91118 4.79505
O -0.95162 -0.21007 5.46650
P -0.75361 -1.59985 4.61926
O 0.49809 -1.68108 3.74008
O -2.24334 -1.84526 3.94038
C -2.33903 -2.30912 2.59596
C -3.63725 -3.21726 2.33288
O -0.71941 -2.76852 5.76991
C 0.02133 -2.63119 6.96910
C 1.51862 -2.28863 6.66065
H -1.31784 1.75365 6.48808
H -1.89418 2.99014 5.41561
H -3.09509 1.86096 6.11766
H -2.36718 0.73641 4.10112
H -0.73682 1.33599 4.19963
H -2.40059 -1.44243 1.93781
H -1.47349 -2.85918 2.22666
H -4.56407 -2.65964 2.46764
H -3.69547 -3.52180 1.28791
H -3.69188 -4.06338 3.01786
H -0.28461 -1.81471 7.62320
H 0.00970 -3.60388 7.46087
H 1.52270 -1.23487 6.38197
H 2.18424 -2.31966 7.52326
H 2.02748 -2.85421 5.88008
*
```

Values from the calculation:
E: -219967.9021 eV
HOMO energy (spin up / spin down): -0.355 / -0.352 hartree
E_LUMO (spin up / spin down): 0.238 / -0.411 eV
maximum force: 6.711 eV/Å
frontier orbital gap (spin up / spin down): 9.90 / 9.16 eV

Results of the Löwdin charge analysis, in e, for atoms 1 through 4: Fe 0.778; F -0.487; F -0.449; Cl -0.008

---

(2)
The following is a quantum chemistry calculation of the ion C5H6N with charge +1 at a distorted geometry, from the OMol25 dataset.

Geometry as ORCA input:
```
! wB97M-V def2-TZVPD RIJCOSX def2/J DEFGRID3
* xyz 1 1
C 0.85908 -0.34021 0.03619
C 2.20842 -0.23417 0.01094
C -1.33631 0.13338 0.02069
C -0.08435 0.89945 0.07546
C -1.00490 -1.38859 0.03280
N 0.22036 -1.76412 0.01509
H 2.83055 -1.11837 -0.03234
H 2.69794 0.72761 0.02438
H -2.10748 0.42644 0.74477
H -1.85417 0.33833 -0.93564
H 0.18376 1.93039 0.14328
H -1.82032 -2.09940 0.03969
*
```

Values from the calculation:
energy above the lowest of the compared OMol25 structures with the same formula, charge and spin: 86.1 kcal per mole
E: -6761.4428 eV
HOMO energy: -0.578 hartree
E_LUMO: -7.458 eV
maximum force: 7.116 eV/Å
frontier orbital gap: 8.26 eV

Results of the Löwdin charge analysis, in e, for atoms 1 through 4: C -0.212; C 0.236; C -0.121; C 0.246

---

(3)
The following is a quantum chemistry calculation of the molecule C3H6O2 at a distorted geometry, from the OMol25 dataset.

Geometry as ORCA input:
```
! wB97M-V def2-TZVPD RIJCOSX def2/J DEFGRID3
* xyz 0 1
C 0.66458 -0.91093 1.12738
C -0.12125 -0.00826 -0.89683
C -0.65278 1.44023 -0.68251
H 1.64570 -1.27550 1.55833
H 0.02868 -1.78854 1.17729
H 0.03895 -0.15175 1.79729
H 0.07800 -0.11508 -2.02341
H -1.03554 -0.59701 -0.58697
H -1.66539 1.60899 -1.27452
O 0.96952 -0.50216 -0.12841
O 0.04952 2.30002 -0.06763
*
```

Values from the calculation:
energy above the lowest of the compared OMol25 structures with the same formula, charge and spin: 59.3 kcal per mole
E: -7301.1082 eV
HOMO energy: -0.359 hartree
E_LUMO: 0.730 eV
maximum force: 5.316 eV/Å
frontier orbital gap: 10.49 eV

Results of the Löwdin charge analysis, in e, for atoms 1 through 4: C -0.176; C -0.192; C -0.183; H 0.112

---

(4)
The following is a quantum chemistry calculation of a cluster of 10 separate species, C3H26NO10 in total at a distorted geometry, from the OMol25 dataset.

Geometry as ORCA input:
```
! wB97M-V def2-TZVPD RIJCOSX def2/J DEFGRID3
* xyz 1 1
O -0.11991 -0.67484 -0.08336
C 0.05239 -1.12644 1.01050
C -1.08715 -1.35440 2.00671
N -1.60533 0.02150 2.35707
C -2.37794 0.06029 3.59806
H 1.05189 -1.30236 1.44960
H -1.82131 -1.73989 1.32048
H -0.78867 -1.92896 2.87994
H -0.77157 0.57879 2.48459
H -2.23838 0.25664 1.55429
H -2.06433 -0.60923 4.40388
H -3.39101 -0.30184 3.46092
H -2.51226 1.05412 4.01273
H 4.57488 -1.80119 0.37788
H 4.97243 -1.75895 -1.06069
O 4.39561 -1.29005 -0.45015
H 2.47450 -0.36746 -3.94544
H 1.44940 -1.27005 -4.73431
O 1.54783 -0.66191 -3.99591
H -2.33027 1.74352 -2.38673
H -1.63246 0.42689 -1.99896
O -2.49304 0.87953 -1.98231
H 0.18078 -4.22090 -0.06118
H 1.19907 -3.77469 1.09091
O 0.56320 -3.48998 0.41958
H 0.23709 1.63056 0.79143
H 0.38070 2.81889 1.84587
O 0.14381 1.89600 1.71908
H 0.16376 0.15938 -1.70615
H 0.27670 0.55234 -3.09934
O -0.36069 0.64446 -2.36059
H -3.28225 1.97189 0.44910
H -3.06971 0.73455 -0.31044
O -3.37072 1.03034 0.58970
H 4.44844 0.40997 -1.87563
H 3.11032 1.07358 -1.98043
O 3.80558 0.66427 -2.54658
H -0.34886 3.62356 -1.30485
H 0.73582 2.58452 -1.15865
O -0.09834 2.85753 -0.78061
*
```

Values from the calculation:
energy above the lowest of the compared OMol25 structures with the same formula, charge and spin: 58.0 kcal per mole
E: -25490.8779 eV
HOMO energy: -0.480 hartree
E_LUMO: -2.701 eV
maximum force: 5.182 eV/Å
frontier orbital gap: 10.36 eV

Results of the Löwdin charge analysis, in e, for atoms 1 through 4: O 0.080; C -0.254; C -0.046; N -0.012

---

(5)
The following is a quantum chemistry calculation of the molecule C3H5NOS at a distorted geometry, from the OMol25 dataset.

Geometry as ORCA input:
```
! wB97M-V def2-TZVPD RIJCOSX def2/J DEFGRID3
* xyz 0 1
C -0.87725 1.05317 0.14072
C 1.23882 -0.66245 -0.26609
C -0.04959 -1.53166 -0.22611
H -1.04798 1.87750 0.76587
H -1.49024 0.95641 -0.73654
H 1.81914 -1.11186 -1.20202
H 1.89051 -0.89044 0.67198
H 0.10779 -2.52049 -0.60832
N -1.14850 -1.26459 0.36702
O -1.04134 -0.00317 1.01882
S 0.82620 1.08824 -0.46886
*
```

Values from the calculation:
energy above the lowest of the compared OMol25 structures with the same formula, charge and spin: 75.7 kcal per mole
E: -17561.9859 eV
HOMO energy: -0.329 hartree
E_LUMO: 0.765 eV
maximum force: 2.594 eV/Å
frontier orbital gap: 9.72 eV

Results of the Löwdin charge analysis, in e, for atoms 1 through 4: C -0.505; C -0.470; C -0.191; H 0.074

---

| no. | molar mass (u) |
| --- | --- |
| 1 | 1404.39 |
| 2 | 80.11 |
| 3 | 74.08 |
| 4 | 236.24 |
| 5 | 103.15 |